# 1
Density functional theory data (wB97M-V/def2-TZVPD) for a 2-piece molecular cluster, C5H13NO overall in a non-equilibrium geometry.

Results
HOMO energy (eV): -9.86
SMILES string: CC(N)=O.CCC
Max |F| (Eh/bohr): 0.0927
E_tot (eV): -8932.0047
Kohn-Sham gap (eV): 10.7
Energy relative to the best compared isomer or geometry (same formula, charge and spin) (kcal/mol): 46.3

Structure (ORCA input):
```
! wB97M-V def2-TZVPD RIJCOSX def2/J DEFGRID3
* xyz 0 1
C 0.172 -0.945 1.883
C 0.236 -2.413 1.770
O -0.100 -3.239 2.587
N 0.960 -2.993 0.739
H 1.134 -0.384 2.201
H -0.320 -0.549 2.828
H 0.900 -4.016 0.583
H 1.236 -2.675 -0.216
H -0.198 -0.389 1.072
C -0.338 2.249 -1.397
C 0.599 1.128 -1.948
C -1.308 1.526 -0.449
H 0.131 3.069 -0.956
H -0.816 2.867 -2.203
H 0.493 0.760 -2.952
H 0.603 0.401 -1.115
H -2.263 2.107 -0.163
H -1.789 0.749 -0.957
H 1.665 1.369 -1.844
H -0.998 1.376 0.537
*
```

---

# 2
Density functional theory data (wB97M-V/def2-TZVPD) for a 10-piece molecular cluster, C37H54O30 overall in a non-equilibrium geometry.

Results
HOMO energy (eV): -10.61
SMILES string: C[C@H]1COC(=O)O1.C[C@H]1COC(=O)O1.C[C@H]1COC(=O)O1.C[C@H]1COC(=O)O1.C[C@H]1COC(=O)O1.C[C@H]1COC(=O)O1.C[C@H]1COC(=O)O1.O=C1OCCO1.O=C1OCCO1.O=C1OCCO1
Max |F| (Eh/bohr): 0.1336
E_tot (eV): -100668.2504
Kohn-Sham gap (eV): 10.1
Energy relative to the best compared isomer or geometry (same formula, charge and spin) (kcal/mol): 74.8

Structure (ORCA input):
```
! wB97M-V def2-TZVPD RIJCOSX def2/J DEFGRID3
* xyz 0 1
C 3.608 0.081 2.636
C 3.178 -0.278 4.041
O 2.052 -1.081 3.936
C 1.997 -1.522 2.676
O 1.244 -2.404 2.335
O 2.889 -0.906 1.865
H 4.676 0.041 2.425
H 3.294 1.083 2.344
H 2.946 0.568 4.689
H 3.979 -0.754 4.607
C -1.180 2.247 -3.656
C -1.063 3.427 -2.694
O -2.460 3.852 -2.635
C -3.305 3.018 -3.274
O -4.546 3.200 -3.232
O -2.580 2.026 -3.856
H -0.641 1.415 -3.202
H -0.769 2.550 -4.619
H -0.478 4.239 -3.125
H -0.690 3.144 -1.709
C 1.068 0.134 -0.713
C 0.023 -0.943 -0.444
O -0.884 -0.255 0.397
C -0.593 1.004 0.496
O -1.301 1.869 1.044
O 0.540 1.293 -0.213
H 1.285 0.133 -1.781
H 1.933 -0.149 -0.112
H 0.335 -1.779 0.181
H -0.329 -1.379 -1.379
C -4.017 4.231 0.430
C -3.508 5.397 1.352
C -4.438 6.588 1.398
O -4.191 7.035 2.754
C -3.701 5.936 3.499
O -3.461 5.939 4.687
O -3.456 4.958 2.695
H -5.054 3.987 0.657
H -3.415 3.327 0.337
H -4.120 4.543 -0.609
H -2.491 5.668 1.070
H -5.436 6.294 1.073
H -3.938 7.297 0.737
C -0.664 -0.842 -5.396
C -1.120 -2.271 -5.384
C -0.008 -3.211 -5.710
O 0.363 -3.821 -4.478
C -0.589 -3.438 -3.501
O -0.519 -3.555 -2.289
O -1.488 -2.651 -4.048
H -0.160 -0.598 -6.331
H 0.106 -0.811 -4.624
H -1.310 0.024 -5.250
H -2.007 -2.307 -6.016
H 0.858 -2.831 -6.252
H -0.381 -3.917 -6.452
C 0.792 -5.293 1.026
C -0.600 -5.155 1.625
C -1.658 -5.214 0.495
O -2.406 -6.385 0.708
C -1.952 -6.997 1.811
O -2.360 -8.044 2.242
O -0.892 -6.368 2.275
H 1.103 -4.305 0.687
H 0.886 -5.940 0.154
H 1.543 -5.539 1.776
H -0.741 -4.279 2.257
H -1.159 -5.262 -0.474
H -2.236 -4.290 0.501
C -5.913 0.998 0.440
C -5.159 0.041 1.419
C -4.244 0.726 2.420
O -4.566 -0.069 3.541
C -5.817 -0.641 3.418
O -6.523 -1.084 4.319
O -6.233 -0.492 2.188
H -6.386 1.742 1.080
H -6.659 0.533 -0.205
H -5.190 1.415 -0.261
H -4.628 -0.746 0.883
H -4.336 1.802 2.563
H -3.233 0.452 2.121
C -0.215 1.520 5.441
C -0.497 2.114 4.107
C -0.752 3.657 4.204
O 0.224 4.164 3.330
C 1.076 3.227 2.944
O 2.071 3.371 2.206
O 0.711 2.018 3.457
H 0.662 1.915 5.953
H 0.224 0.526 5.352
H -1.126 1.446 6.036
H -1.229 1.566 3.513
H -0.717 4.047 5.222
H -1.803 3.769 3.937
C 5.884 -0.403 -0.648
C 5.994 1.095 -0.621
C 4.671 1.847 -0.408
O 5.137 2.849 0.371
C 6.198 2.437 1.049
O 6.579 3.000 2.078
O 6.632 1.324 0.608
H 5.374 -0.714 -1.559
H 5.235 -0.731 0.164
H 6.792 -1.006 -0.647
H 6.629 1.361 -1.466
H 3.920 1.316 0.177
H 4.224 2.212 -1.333
C 3.049 -2.895 -1.993
C 3.988 -2.940 -3.196
C 4.895 -4.094 -3.418
O 4.523 -4.647 -4.667
C 3.734 -3.828 -5.289
O 3.383 -3.927 -6.458
O 3.310 -2.911 -4.458
H 2.581 -1.910 -2.008
H 3.681 -3.009 -1.113
H 2.164 -3.532 -1.993
H 4.566 -2.018 -3.253
H 4.762 -4.846 -2.640
H 5.950 -3.828 -3.368
*
```

---

# 3
Density functional theory data (wB97M-V/def2-TZVPD) for C56H44N2OP2ReSSbSe5 as an isolated structure in a non-equilibrium geometry.

Results
HOMO energy (spin up / spin down) (eV): -13.75 / -13.74
Max |F| (Eh/bohr): 0.0852
E_tot (eV): -428601.8546
Kohn-Sham gap (spin up / spin down) (eV): 4.1 / 4.1
⟨S²⟩: 0.757

Structure (ORCA input):
```
! wB97M-V def2-TZVPD RIJCOSX def2/J DEFGRID3
* xyz 3 2
Re 0.509 0.217 -0.761
O -0.300 -0.945 0.847
S -0.561 0.460 1.301
C 0.372 0.665 2.798
C 0.076 -0.107 3.905
C 0.674 0.129 5.148
C 1.565 1.171 5.253
C 2.319 1.718 6.418
C 3.212 2.834 5.832
C 2.883 2.877 4.377
C 3.349 3.644 3.335
C 2.869 3.397 2.045
C 1.894 2.446 1.753
P 1.598 2.244 -0.040
C 3.298 2.149 -0.685
C 3.892 3.062 -1.548
C 5.181 2.820 -2.001
C 5.870 1.684 -1.607
C 5.272 0.770 -0.751
C 3.990 1.000 -0.296
C 0.799 3.723 -0.691
C 0.272 4.719 0.128
C -0.370 5.801 -0.451
C -0.492 5.886 -1.829
C 0.025 4.886 -2.643
C 0.661 3.798 -2.079
C 1.365 1.670 2.820
C 1.913 1.900 4.099
C -2.269 0.453 1.833
C -2.636 0.925 3.075
C -3.941 0.792 3.563
C -4.868 0.150 2.781
C -6.283 -0.245 3.035
C -6.785 -0.826 1.697
C -5.592 -0.830 0.802
C -5.409 -1.240 -0.495
C -4.168 -1.018 -1.094
C -3.080 -0.458 -0.431
P -1.735 0.037 -1.559
C -2.488 1.538 -2.217
C -2.378 2.679 -1.426
C -3.113 3.807 -1.736
C -3.966 3.792 -2.829
C -4.079 2.654 -3.613
C -3.347 1.520 -3.309
C -1.633 -1.245 -2.834
C -1.861 -2.583 -2.517
C -1.732 -3.553 -3.494
C -1.347 -3.199 -4.779
C -1.078 -1.871 -5.083
C -1.218 -0.891 -4.117
C -3.222 -0.075 0.928
C -4.506 -0.252 1.482
H -0.652 -0.902 3.811
H 0.408 -0.484 5.994
H 2.901 0.936 6.908
H 1.632 2.114 7.169
H 4.273 2.634 5.987
H 3.011 3.796 6.303
H 4.094 4.406 3.488
H 3.282 3.968 1.223
H 3.363 3.951 -1.862
H 5.653 3.528 -2.662
H 6.869 1.503 -1.972
H 5.798 -0.122 -0.456
H 3.505 0.283 0.360
H 0.364 4.648 1.203
H -0.779 6.578 0.177
H -0.997 6.733 -2.269
H -0.078 4.949 -3.716
H 1.043 2.992 -2.698
H -1.900 1.387 3.716
H -4.185 1.163 4.545
H -6.883 0.604 3.360
H -6.322 -0.989 3.834
H -7.568 -0.203 1.264
H -7.204 -1.825 1.807
H -6.202 -1.690 -1.069
H -4.053 -1.290 -2.134
H -1.715 2.669 -0.567
H -3.029 4.685 -1.116
H -4.556 4.664 -3.061
H -4.756 2.641 -4.452
H -3.448 0.627 -3.906
H -2.169 -2.865 -1.517
H -1.939 -4.586 -3.258
H -1.269 -3.954 -5.544
H -0.766 -1.602 -6.083
H -1.008 0.149 -4.335
Se 0.555 2.097 -5.831
Sb 2.201 0.740 -6.989
Se 2.623 0.925 -9.376
Se 3.218 -1.082 -5.688
Se 1.656 0.152 -2.707
C 4.186 -4.344 0.685
N 2.934 -4.975 0.378
C 1.822 -4.348 -0.041
Se 1.679 -2.576 -0.442
N 0.816 -5.243 -0.137
C 1.280 -6.486 0.227
C 0.665 -7.724 0.341
C 1.456 -8.771 0.777
C 2.814 -8.601 1.066
C 3.436 -7.376 0.949
C 2.645 -6.311 0.541
H 4.053 -3.262 0.673
H 4.945 -4.610 -0.051
H 4.512 -4.657 1.676
H -0.120 -5.015 -0.440
H -0.377 -7.868 0.106
H 1.016 -9.746 0.906
H 3.388 -9.451 1.398
H 4.482 -7.250 1.168
*
```

---

# 4
Density functional theory data (wB97M-V/def2-TZVPD) for C3H3LiO2Pt as an isolated structure in a non-equilibrium geometry.

Results
HOMO energy (spin up / spin down) (eV): -5.03 / -7.30
Max |F| (Eh/bohr): 0.1674
E_tot (eV): -10701.2877
Kohn-Sham gap (spin up / spin down) (eV): 4.2 / 6.3
⟨S²⟩: 2.008

Structure (ORCA input):
```
! wB97M-V def2-TZVPD RIJCOSX def2/J DEFGRID3
* xyz 0 3
C -1.250 -0.108 -0.134
C -1.278 1.206 -0.424
H -2.185 1.645 -0.841
H -2.130 -0.714 -0.403
H -0.434 1.858 -0.184
O 3.891 0.377 -0.432
C 3.221 -0.524 -0.270
O -0.290 -0.765 0.566
Li 1.129 -1.695 -0.143
Pt -0.673 -1.280 2.264
*
```

---

# 5
Density functional theory data (wB97M-V/def2-TZVPD) for C36H44AuF6N4Sb as an isolated structure.

Results
HOMO energy (spin up / spin down) (eV): -9.80 / -11.29
Max |F| (Eh/bohr): 0.0071
E_tot (eV): -70537.7137
Kohn-Sham gap (spin up / spin down) (eV): 5.3 / 5.1
Energy relative to the best compared isomer or geometry (same formula, charge and spin) (kcal/mol): 9.3
⟨S²⟩: 3.879

Structure (ORCA input):
```
! wB97M-V def2-TZVPD RIJCOSX def2/J DEFGRID3
* xyz 1 4
Au 0.431 -0.201 0.031
C -0.091 5.572 -1.657
C 1.017 5.316 -0.630
C 0.794 4.036 0.104
C 0.203 3.844 1.307
C -0.337 4.854 2.263
C 0.596 5.097 3.453
C 0.115 2.406 1.503
C -0.480 1.815 2.608
C -0.769 0.485 2.740
C -1.561 -0.102 3.833
C -1.888 0.408 5.069
C -1.314 1.565 5.805
C -1.975 -1.355 3.349
C -1.298 -1.564 2.094
C -1.364 -2.743 1.376
C -0.640 -3.007 0.237
N 0.180 -2.142 -0.407
C 0.735 -2.817 -1.473
C 1.558 -2.288 -2.414
C 1.871 -0.924 -2.521
N 1.480 0.042 -1.669
C 1.904 1.247 -2.202
C 1.678 2.482 -1.659
C 1.068 2.721 -0.437
N 0.649 1.757 0.438
C 2.605 0.994 -3.448
C 2.603 -0.347 -3.635
C 3.152 -1.130 -4.785
C 2.080 -1.441 -5.834
C 3.224 2.053 -4.300
C 4.596 2.487 -3.773
C 0.244 -4.199 -1.469
C -0.618 -4.307 -0.443
C -1.392 -5.503 0.005
C -0.675 -6.267 1.122
C 0.604 -5.220 -2.498
C -0.209 -5.051 -3.787
N -0.558 -0.469 1.771
C -2.875 -2.325 4.021
C -2.135 -3.188 5.053
H 0.059 6.533 -2.147
H -1.070 5.564 -1.179
H -0.111 4.793 -2.422
H 1.054 6.134 0.091
H 1.995 5.303 -1.118
H -1.321 4.529 2.609
H -0.505 5.788 1.726
H 0.793 4.174 4.004
H 0.157 5.814 4.144
H 1.558 5.488 3.119
H -0.844 2.487 3.368
H -2.598 -0.187 5.636
H -3.652 1.733 3.513
H -0.707 1.176 6.631
H -2.099 2.169 6.262
H -0.673 2.212 5.215
H -1.995 -3.529 1.760
H 1.931 -2.944 -3.185
H 2.007 3.344 -2.222
H 3.603 -2.055 -4.420
H 3.963 -0.563 -5.243
H 1.264 -2.028 -5.409
H 2.505 -2.003 -6.664
H 1.649 -0.521 -6.229
H 2.556 2.914 -4.360
H 3.320 1.675 -5.319
H 4.527 2.859 -2.750
H 5.011 3.279 -4.395
H 5.294 1.649 -3.776
H -1.557 -6.158 -0.851
H -2.385 -5.194 0.339
H 0.283 -6.654 0.773
H -1.279 -7.106 1.463
H -0.478 -5.620 1.979
H 0.431 -6.214 -2.083
H 1.673 -5.163 -2.715
H -1.277 -5.124 -3.581
H 0.054 -5.824 -4.508
H -0.029 -4.079 -4.248
H -3.354 -2.964 3.279
H -3.686 -1.775 4.503
H -1.331 -3.756 4.582
H -2.822 -3.893 5.520
H -1.692 -2.572 5.836
F -1.922 0.680 -0.577
Sb -3.264 1.953 0.230
F -3.333 2.595 3.351
F -2.139 3.353 -0.578
F -4.604 3.225 0.761
F -4.334 1.490 -1.237
F -3.835 0.418 1.376
*
```

---

# 6
Density functional theory data (wB97M-V/def2-TZVPD) for one molecule with the formula C19H24N4O in a non-equilibrium geometry.

Results
HOMO energy (eV): -7.30
SMILES string: CCN(CC)CCCNc1oc(/C=C/c2ccccc2)nc1C#N
Max |F| (Eh/bohr): 0.0321
E_tot (eV): -28099.6581
Kohn-Sham gap (eV): 7.4
Energy relative to the best compared isomer or geometry (same formula, charge and spin) (kcal/mol): 60.7

Structure (ORCA input):
```
! wB97M-V def2-TZVPD RIJCOSX def2/J DEFGRID3
* xyz 0 1
C 4.689 -3.046 2.309
H 5.386 -2.936 1.481
H 5.099 -2.536 3.177
H 4.604 -4.103 2.543
C 3.304 -2.501 1.948
N 3.243 -1.102 1.537
C 3.790 -0.864 0.202
H 4.016 0.202 0.114
H 4.731 -1.409 0.043
C 2.805 -1.235 -0.913
C 1.558 -0.357 -0.893
N 0.866 -0.560 0.357
C -0.387 -0.162 0.578
C -1.154 -0.184 1.747
C -0.715 -0.596 3.003
N -0.280 -0.940 4.010
N -2.403 0.278 1.442
C -2.390 0.558 0.176
C -3.477 1.072 -0.586
C -3.398 1.344 -1.901
C -4.454 1.866 -2.740
C -5.734 2.163 -2.262
C -6.705 2.660 -3.108
C -6.427 2.874 -4.449
C -5.163 2.586 -4.939
C -4.190 2.088 -4.096
H -3.207 1.865 -4.485
H -4.939 2.749 -5.983
H -7.189 3.264 -5.107
H -7.688 2.884 -2.721
H -5.969 2.003 -1.221
H -2.455 1.160 -2.402
H -4.375 1.225 -0.009
O -1.161 0.307 -0.415
H 1.502 -0.757 1.141
H 1.843 0.699 -1.011
H 0.889 -0.618 -1.719
H 2.505 -2.279 -0.818
H 3.308 -1.116 -1.873
C 3.766 -0.157 2.521
C 3.124 -0.303 3.895
H 3.470 -1.196 4.408
H 2.040 -0.346 3.818
H 3.391 0.558 4.503
H 4.861 -0.237 2.616
H 3.542 0.845 2.140
H 2.891 -3.097 1.131
H 2.636 -2.618 2.804
*
```

---

# 7
Density functional theory data (wB97M-V/def2-TZVPD) for a 2-piece molecular cluster, C4H9N3O overall in a non-equilibrium geometry.

Results
HOMO energy (eV): -9.80
Max |F| (Eh/bohr): 0.1368
E_tot (eV): -10805.4158
Kohn-Sham gap (eV): 9.7
Energy relative to the best compared isomer or geometry (same formula, charge and spin) (kcal/mol): 162.5

Structure (ORCA input):
```
! wB97M-V def2-TZVPD RIJCOSX def2/J DEFGRID3
* xyz 0 1
C -1.431 0.284 -0.178
C -0.271 -1.583 -0.110
C 0.613 -0.431 0.375
C 2.068 -0.505 0.324
H -1.609 1.961 1.263
H -0.458 1.980 0.087
H -3.094 0.223 0.860
H 0.072 -2.385 -0.639
H -1.235 -1.741 0.258
H 0.190 -0.079 1.258
H 2.413 -0.484 1.531
H 2.605 -1.225 -0.339
H 2.304 1.215 -0.903
N -1.428 1.769 -0.103
N -2.511 -0.511 0.119
N -0.227 -0.312 -0.694
O 2.763 0.916 -0.136
*
```

---

# 8
Density functional theory data (wB97M-V/def2-TZVPD) for a 4-piece molecular cluster, C12H33O13P3 overall in a non-equilibrium geometry.

Results
HOMO energy (eV): -9.49
SMILES string: COP(=O)(OC)OC.COP(=O)(OC)OC.COP(=O)(OC)OC.CC(C)=O
Max |F| (Eh/bohr): 0.1344
E_tot (eV): -67461.6238
Kohn-Sham gap (eV): 9.8
Energy relative to the best compared isomer or geometry (same formula, charge and spin) (kcal/mol): 0.0

Structure (ORCA input):
```
! wB97M-V def2-TZVPD RIJCOSX def2/J DEFGRID3
* xyz 0 1
C -2.493 -0.417 0.898
C -3.392 -1.206 1.912
O -4.605 -1.369 1.792
C -2.573 -1.753 3.204
H -3.025 0.521 0.646
H -2.248 -1.007 -0.100
H -1.459 -0.133 1.280
H -1.677 -1.065 3.765
H -2.012 -2.597 2.721
H -3.266 -2.058 4.005
C 1.715 4.748 0.476
O 1.945 3.539 1.112
P 1.573 2.074 0.467
O 0.217 2.217 -0.126
O 2.497 1.619 -0.806
C 2.983 2.596 -1.598
O 1.378 0.814 1.478
C 0.882 1.081 2.881
H 2.164 4.913 -0.552
H 1.884 5.566 1.200
H 0.654 4.935 0.273
H 3.415 2.030 -2.289
H 3.764 3.207 -0.982
H 2.310 3.231 -2.098
H -0.124 1.409 3.074
H 1.494 1.573 3.481
H 0.723 0.046 3.273
C 0.741 0.407 -3.727
O -0.327 0.415 -2.814
P -1.296 1.745 -2.744
O -0.662 2.932 -3.083
O -2.148 1.362 -3.991
C -2.035 1.952 -5.175
O -2.475 1.679 -1.659
C -2.890 2.835 -0.944
H 1.169 -0.530 -3.837
H 1.487 1.096 -3.561
H 0.208 0.666 -4.781
H -1.111 1.883 -5.742
H -2.330 3.022 -5.101
H -2.687 1.515 -6.120
H -3.375 3.592 -1.685
H -2.054 3.341 -0.437
H -3.701 2.584 -0.205
C 1.282 -3.166 3.608
O 0.369 -3.643 2.558
P 1.074 -4.031 1.185
O 2.553 -3.897 1.258
O 0.854 -5.526 0.599
C 1.385 -6.575 1.327
O 0.549 -3.041 -0.079
C 0.842 -1.687 -0.246
H 2.060 -3.866 3.996
H 0.517 -2.756 4.484
H 1.981 -2.344 3.459
H 2.283 -6.269 1.607
H 1.168 -7.499 0.645
H 0.980 -6.855 2.261
H 0.570 -1.135 0.703
H 0.425 -1.186 -1.100
H 1.890 -1.531 -0.068
*
```

---

Question: Which of these has the highest max |F|?
Answer: C3H3LiO2Pt

---

Question: Which of these has the lowest E_tot?
Answer: C56H44N2OP2ReSSbSe5

---

Question: The highest max |F| belongs to which entry?
Answer: C3H3LiO2Pt